Here is 11 unconnected molecules or ions with the total composition C45H118N6O14 at a distorted geometry from OMol25. Energies are from the ωB97M-V functional and the def2-TZVPD basis.

Calculated values
structure (SMILES): COC[C@H](C)N.COC[C@H](C)N.COC[C@H](C)N.COCCNCCOC.COCCNCCOC.COCCNCCOC.CC(C)O.CC(C)O.CC(C)O.CC(C)O.CC(C)O
DFT total energy: -86173.953 eV

XYZ file:
```
183
Properties=species:S:1:pos:R:3:forces:R:3
C -1.70854 -2.71625 -6.84689 -0.286 0.088 -0.810
O -2.97747 -2.90303 -6.24028 0.629 0.646 1.182
C -2.83607 -3.10089 -4.82069 -1.871 -1.542 0.418
C -4.26171 -3.20858 -4.18371 0.623 -0.154 0.126
N -4.27479 -3.24621 -2.68654 -0.226 0.459 -1.320
C -5.56734 -2.75836 -2.16198 0.471 -1.332 1.809
C -5.63209 -3.18821 -0.63226 0.148 1.356 -0.915
O -4.82924 -2.24133 0.06828 -0.005 0.155 1.312
C -5.17708 -2.19091 1.46904 0.173 0.447 -0.631
H -1.18607 -1.82730 -6.49347 0.102 -0.075 0.462
H -1.85020 -2.54001 -7.91318 -0.393 -0.021 -0.024
H -1.08185 -3.60710 -6.80505 0.142 -0.092 0.476
H -2.33278 -2.34888 -4.21299 0.576 0.439 -0.676
H -2.38300 -4.08267 -4.68314 0.599 0.066 0.201
H -4.74259 -4.14695 -4.45995 -0.097 0.204 -0.538
H -4.78497 -2.35235 -4.60935 -0.504 0.094 0.103
H -3.60190 -2.56876 -2.35735 0.375 0.021 0.228
H -6.43630 -3.18901 -2.65954 0.259 -0.228 -0.302
H -5.61781 -1.67392 -2.25967 -0.293 0.146 0.262
H -5.25135 -4.19093 -0.43813 0.109 -0.186 -0.450
H -6.64299 -3.15203 -0.22620 -0.339 0.134 -0.206
H -4.99481 -3.13418 1.98394 -0.287 -0.250 -0.143
H -6.20055 -1.82911 1.56757 -0.360 -0.492 0.040
H -4.61356 -1.44000 2.02283 0.553 0.080 -0.551
C 3.91263 10.26643 -1.36339 0.243 1.053 -0.578
O 5.00120 9.43492 -1.70227 -0.613 -0.280 0.293
C 4.78202 8.63924 -2.86375 1.016 -0.296 0.227
C 4.87754 7.15789 -2.51990 1.093 -0.238 1.880
N 3.96502 6.62527 -1.49003 -0.403 -0.695 -1.854
C 2.63033 6.63960 -1.99594 -1.393 0.848 1.064
C 1.66495 6.27674 -0.88991 -0.201 -0.230 -0.420
O 1.78232 7.18690 0.19308 -0.602 0.072 0.515
C 0.71410 7.07916 1.16532 0.421 -0.798 -0.823
H 3.12987 9.86324 -0.72088 0.048 -0.604 -0.102
H 3.50241 10.63884 -2.30207 -0.573 0.017 0.022
H 4.28085 11.16888 -0.87542 0.315 -0.149 0.231
H 5.62694 8.85952 -3.51619 0.058 -0.037 -0.303
H 3.88512 8.91694 -3.41742 -0.246 -0.002 0.252
H 5.81864 6.91329 -2.02734 0.656 0.862 -0.246
H 4.98876 6.55097 -3.41844 -0.954 -0.205 -0.113
H 3.86215 7.19426 -0.66192 1.039 0.366 0.144
H 2.39422 6.03931 -2.87457 0.500 -0.256 0.004
H 2.33651 7.66851 -2.20354 -0.153 0.394 -0.688
H 1.87696 5.25132 -0.58714 -0.222 -0.189 0.379
H 0.69102 6.35128 -1.37366 -0.521 -0.176 0.384
H 0.60013 6.04884 1.50230 0.435 -0.249 0.249
H -0.26186 7.26392 0.71647 -0.012 0.660 -0.161
H 0.91792 7.71340 2.02805 0.065 0.101 -0.359
C 9.10368 2.21434 4.19175 -0.311 0.231 -0.639
O 8.27760 1.53501 5.09520 -1.574 0.541 0.247
C 6.83759 1.79860 4.92077 0.036 -0.941 0.291
C 6.18149 1.30016 3.59681 1.609 -1.575 1.765
N 6.37508 -0.19183 3.53544 -0.035 1.309 -1.373
C 5.72491 -0.71755 2.34383 1.191 -2.106 0.568
C 5.70201 -2.27434 2.33363 -0.533 0.616 0.662
O 4.64673 -2.65201 3.20229 -1.207 1.149 -0.080
C 4.33748 -3.99948 3.24441 0.444 -0.731 -0.327
H 10.16880 2.15983 4.41681 -0.153 -0.477 0.540
H 8.86694 3.27831 4.18701 -0.143 0.218 -0.271
H 8.96411 1.76711 3.20757 0.110 0.286 -0.362
H 6.46143 2.80075 5.12644 0.961 0.753 -0.319
H 6.41876 1.28466 5.78596 -0.088 -0.533 -0.204
H 6.71737 1.78626 2.78155 -0.079 -0.285 -0.311
H 5.13164 1.58623 3.53291 -0.175 0.162 0.224
H 6.05895 -0.71696 4.33818 -0.244 0.520 0.319
H 6.32897 -0.52260 1.45771 -0.212 0.848 -0.101
H 4.68424 -0.40030 2.27696 -0.137 0.147 -0.494
H 6.56919 -2.81891 2.70720 0.715 0.568 -0.043
H 5.59825 -2.56026 1.28693 -0.664 -0.427 -0.120
H 5.24706 -4.49483 3.58410 -0.084 -0.790 -0.038
H 4.00723 -4.37524 2.27599 0.348 -0.131 -0.425
H 3.50134 -4.26127 3.89283 0.165 0.643 0.473
C -2.81517 -8.36976 -3.79013 0.515 -0.392 -0.290
C -3.01546 -8.36524 -2.27901 1.214 1.256 -1.834
C -1.70769 -7.87139 -1.59392 -1.207 -1.034 1.296
O -1.91933 -8.10603 -0.15316 0.721 0.276 -0.578
C -0.75061 -8.45528 0.58380 0.026 0.075 -0.077
N -4.15254 -7.46612 -2.08819 -0.132 -0.926 1.862
H -2.55693 -7.36877 -4.13571 -0.388 0.295 0.031
H -3.73790 -8.71190 -4.25877 0.111 0.138 -0.158
H -1.97402 -8.95319 -4.16453 -0.058 -0.480 0.246
H -3.25613 -9.36150 -1.90799 -0.105 0.099 0.093
H -1.57970 -6.81247 -1.81847 0.129 0.181 0.217
H -0.82823 -8.42596 -1.92118 0.021 -0.145 -0.083
H -0.96794 -8.59334 1.64296 -0.569 0.175 -0.090
H 0.03473 -7.70037 0.54567 0.017 0.270 -0.258
H -0.31123 -9.40200 0.26953 -0.044 -0.150 -0.407
H -4.10071 -6.53314 -2.47153 0.654 0.003 -0.429
H -4.08993 -7.34709 -1.08718 -0.900 0.479 0.467
C -0.67789 -2.78632 0.52972 -0.704 -0.048 -0.943
C -0.03817 -1.45374 0.89020 -0.197 -0.130 0.953
C -0.91296 -0.18623 0.60982 0.314 -0.961 0.255
O -1.34238 -0.26740 -0.69561 -0.727 0.280 -1.809
C -2.26487 0.72427 -1.15740 0.440 -0.727 -0.163
N 0.19998 -1.51127 2.34640 0.307 0.506 0.250
H -0.31027 -3.65906 1.06942 0.651 0.300 0.215
H -0.55203 -3.02659 -0.52599 -0.432 0.070 -0.124
H -1.73143 -2.76295 0.80832 -0.316 0.079 -0.384
H 0.90517 -1.37557 0.34973 0.120 0.291 0.165
H -0.36367 0.74539 0.74575 0.329 0.010 0.440
H -1.79567 -0.18640 1.24929 -0.051 -0.047 0.591
H -2.46984 0.42003 -2.18382 -0.146 0.179 0.009
H -1.86730 1.73903 -1.17480 0.369 0.066 0.154
H -3.20393 0.74732 -0.60446 -0.048 -0.249 0.284
H 0.92372 -2.18846 2.54058 0.580 0.120 -0.147
H -0.59377 -2.00113 2.73381 -0.521 0.255 0.238
C -5.21061 3.43831 3.35264 0.871 -0.330 -1.082
C -5.18376 4.95921 3.35578 -0.371 -0.739 1.066
C -6.00949 5.50246 2.21079 0.387 0.838 -0.171
O -5.34735 5.26239 0.95814 -0.717 -0.309 1.705
C -6.00891 5.79863 -0.14297 0.697 -0.698 -1.336
N -5.79229 5.40957 4.61370 -0.513 1.282 -0.088
H -6.22733 3.08780 3.17508 -0.107 -0.061 0.462
H -4.75216 3.01227 4.24507 -0.318 0.078 0.170
H -4.63312 3.03292 2.52182 0.117 0.011 -0.222
H -4.17641 5.36858 3.27989 0.102 -0.131 0.048
H -6.18326 6.57114 2.33661 0.386 0.378 0.037
H -7.01796 5.10577 2.32793 -0.250 -0.687 -0.693
H -5.45806 5.38281 -0.98664 0.115 0.163 -0.241
H -5.91855 6.88059 -0.23938 -0.387 0.188 0.374
H -7.01166 5.40494 -0.30909 -0.397 0.336 0.505
H -5.52957 4.97764 5.48808 0.528 -0.329 -0.409
H -6.80034 5.35690 4.57988 -0.121 -0.006 -0.131
C -4.07146 1.79388 -7.13947 -0.801 0.465 0.909
C -4.97733 3.04484 -7.28960 0.212 -0.919 -0.465
C -5.17642 3.83694 -6.01030 0.318 -0.905 -0.651
O -4.33054 3.87863 -8.20425 0.640 1.229 -0.821
H -3.07368 2.07579 -6.80324 -0.017 0.299 0.033
H -3.93641 1.24985 -8.07429 -0.334 -0.090 0.027
H -4.50165 1.17393 -6.35289 0.064 -0.500 -0.207
H -5.91606 2.80394 -7.78846 -0.462 -0.544 0.518
H -5.73402 3.23789 -5.29036 0.143 0.089 0.144
H -5.71560 4.76207 -6.21407 0.272 0.021 0.085
H -4.13770 3.97380 -5.70957 -0.219 0.607 0.671
H -4.25472 3.35821 -9.00738 0.191 0.233 -0.230
C -0.88732 2.31641 6.59512 -0.664 0.793 -0.139
C 0.20831 2.72781 5.61741 0.435 -1.020 1.696
C 0.92032 3.99287 6.12284 -0.002 0.202 -0.648
O 1.16378 1.64180 5.66529 0.601 0.674 -0.420
H -1.51990 1.54528 6.15546 -0.051 -0.066 0.122
H -1.48856 3.19916 6.81275 -0.447 -0.042 -0.102
H -0.52596 1.98601 7.56895 0.411 -0.133 -0.238
H -0.21624 2.82341 4.61804 0.142 0.256 -0.106
H 1.61984 3.77661 6.93029 -0.103 -0.256 -0.033
H 0.22532 4.75196 6.48180 -0.285 -0.225 0.103
H 1.46797 4.51207 5.33632 0.236 -0.280 -0.139
H 0.85531 0.86917 5.18624 -0.261 0.072 -0.170
C -0.67613 -5.07320 7.32218 0.224 0.044 0.555
C -0.31539 -5.92820 8.55097 0.671 0.111 -0.300
C 1.02650 -6.65103 8.35100 -0.228 -0.528 0.165
O -0.15974 -5.11938 9.71346 -0.259 0.975 0.023
H -0.25779 -4.07726 7.46780 -0.285 0.162 0.021
H -1.75723 -5.05957 7.18385 0.075 0.390 0.009
H -0.22513 -5.44847 6.40356 -0.039 -0.263 0.108
H -1.18308 -6.54665 8.78063 0.293 -0.765 -0.381
H 1.86900 -6.01619 8.62537 -0.239 0.415 -0.121
H 1.19998 -6.99160 7.33021 -0.175 -0.189 0.047
H 1.10212 -7.49292 9.03918 -0.034 -0.260 -0.105
H -0.13037 -5.68594 10.48789 -0.003 -0.089 -0.027
C 2.32294 1.04249 -4.00753 0.561 1.495 0.589
C 3.80999 1.44880 -3.78074 -0.901 -0.846 1.411
C 4.23923 1.39478 -2.30162 -1.005 1.030 -0.242
O 4.46038 0.41574 -4.42451 1.619 -1.300 -1.593
H 2.04121 0.22947 -3.33840 0.258 -0.341 -0.322
H 2.22641 0.81630 -5.06943 -0.261 -0.208 0.212
H 1.64597 1.85173 -3.73381 -0.051 0.189 -0.169
H 4.12291 2.39494 -4.22231 -0.545 0.320 -0.059
H 3.52444 2.04222 -1.79369 0.034 -0.057 0.570
H 5.22418 1.81946 -2.10769 0.115 -0.137 -0.225
H 4.17828 0.37963 -1.90935 -0.061 0.048 -0.105
H 5.34935 0.71481 -4.62922 0.216 -0.284 -0.033
C 3.41475 -4.29702 -5.47586 -1.191 -0.280 0.900
C 2.82867 -4.02011 -4.04625 -0.760 -0.466 -2.210
C 2.22912 -5.27193 -3.44510 1.122 -0.380 0.067
O 3.83337 -3.52718 -3.26911 1.547 0.597 1.584
H 3.77223 -3.39142 -5.96596 -0.060 0.018 0.033
H 2.60450 -4.74963 -6.04747 0.119 0.066 -0.438
H 4.22070 -5.02621 -5.39319 0.060 0.074 0.046
H 2.06098 -3.24829 -4.10152 -0.462 0.050 -0.338
H 2.93841 -6.08375 -3.60622 0.024 -0.257 -0.274
H 1.28993 -5.54788 -3.92454 -0.078 0.126 0.366
H 2.22656 -5.20938 -2.35691 -0.732 0.294 0.002
H 4.12448 -2.73554 -3.72755 0.383 0.260 0.275
```
Forces are in eV/Å.

Atom charges from the Mulliken analysis, given in e for atoms 1 to 5: -0.7345 -0.3522 -0.2087 -0.7069 0.0118